A cluster of 2 separate species, C3H9NO2 in total in a non-equilibrium geometry, computed with wB97M-V/def2-TZVPD.

XYZ file:
```
15
Properties=species:S:1:pos:R:3
C 1.128 -0.767 -1.229
C 0.466 0.569 -1.495
N 1.177 1.665 -1.100
O -0.623 0.655 -2.015
H 2.208 -0.747 -1.290
H 0.737 -1.474 -1.952
H 0.953 -1.070 -0.186
H 0.860 2.573 -1.425
H 1.912 1.676 -0.420
C -1.833 -0.678 1.763
O -0.505 -0.196 1.540
H -1.792 -1.606 2.358
H -2.387 0.009 2.406
H -2.235 -0.857 0.781
H -0.066 0.249 2.265
```

As for the frontier orbital gap: 10.2230 eV. The calculation puts the lowest unoccupied orbital energy at 0.66 eV. Its SMILES is CC(N)=O.CO.

A cluster of 2 separate species, C3H9NO2 in total in a non-equilibrium geometry, computed with wB97M-V/def2-TZVPD.

XYZ file:
```
15
Properties=species:S:1:pos:R:3
C -1.436 -2.193 0.595
N -0.336 -1.396 1.252
H -0.563 -0.930 2.132
H 0.461 -2.015 1.416
H -0.017 -0.606 0.656
H -2.301 -2.243 1.232
H -1.107 -3.204 0.445
H -1.631 -1.682 -0.342
C 1.021 2.325 -1.664
C 1.081 1.772 -0.177
O 0.949 0.490 -0.383
O 0.971 2.319 0.879
H 1.896 1.998 -2.230
H 0.909 3.383 -1.683
H 0.103 1.981 -2.126
```

As for the frontier orbital gap (alpha / beta): 11.1965 / 7.1640 eV. The calculation puts the lowest unoccupied orbital energy (alpha / beta) at -3.60 / -7.49 eV. The spin multiplicity is 2. As for the net charge: +1.

A cluster of 2 separate species, C3H9NO2P in total in a non-equilibrium geometry, computed with wB97M-V/def2-TZVPD.

XYZ file:
```
16
Properties=species:S:1:pos:R:3
C -1.483 1.316 -0.175
C -1.515 -1.113 -0.225
C -0.963 0.082 -0.991
N 2.063 -0.464 1.500
O 3.395 -1.124 -0.660
O 3.399 1.370 0.021
P 2.718 0.057 -0.030
H -1.421 1.214 0.835
H -0.801 2.275 -0.433
H -2.558 1.665 -0.562
H -2.531 -1.284 -0.785
H -1.571 -1.020 0.916
H -0.794 -1.885 -0.506
H -1.081 0.244 -1.983
H 1.281 0.105 1.717
H 1.861 -1.438 1.360
```

As for the frontier orbital gap (alpha / beta): 5.1332 / 8.0017 eV. The calculation puts the lowest unoccupied orbital energy (alpha / beta) at 3.55 / 3.14 eV. The spin multiplicity is 3. As for the net charge: -1.

An isolated molecule of C3H9NO2S in a non-equilibrium geometry, computed with wB97M-V/def2-TZVPD.

XYZ file:
```
16
Properties=species:S:1:pos:R:3
C 0.978 -0.366 0.869
C -0.082 0.424 0.068
S -0.542 2.126 0.662
C 0.272 0.524 -1.412
O 1.595 1.024 -1.519
O -1.550 -0.451 0.137
N -1.255 -1.670 0.603
H 0.284 -1.185 1.154
H 1.859 -0.687 0.289
H 1.308 0.036 1.750
H -1.176 1.576 1.707
H -0.507 1.281 -1.842
H 0.306 -0.450 -1.941
H 1.635 1.967 -1.361
H -2.231 -1.952 1.028
H -0.894 -2.197 -0.192
```

As for the frontier orbital gap: 9.3093 eV. The calculation puts the lowest unoccupied orbital energy at 0.73 eV. Its SMILES is C[C@@](S)(CO)ON.

A cluster of 2 separate species, C3H9NO2S in total in a non-equilibrium geometry, computed with wB97M-V/def2-TZVPD.

XYZ file:
```
16
Properties=species:S:1:pos:R:3
O 2.651 0.447 0.170
C 1.752 -0.200 -0.468
N 0.505 -0.164 -0.030
C -0.471 -0.234 -1.090
C -1.848 -0.340 -0.445
S -3.034 -1.107 -1.465
H 1.890 -0.636 -1.444
H 0.420 -0.046 0.935
H -0.311 -1.024 -1.782
H -0.410 0.786 -1.594
H -2.143 0.631 -0.122
H -1.737 -0.923 0.478
H -3.904 -0.090 -1.616
O 2.295 0.727 3.103
H 2.873 1.035 2.413
H 1.471 1.137 2.957
```

As for the frontier orbital gap: 10.0824 eV. The calculation puts the lowest unoccupied orbital energy at 0.50 eV. Its SMILES is O=CNCCS.O.

A cluster of 2 separate species, C3H9NO2S in total in a non-equilibrium geometry, computed with wB97M-V/def2-TZVPD.

XYZ file:
```
16
Properties=species:S:1:pos:R:3
N -1.033 0.707 -0.992
C 0.132 1.636 -0.679
C 0.124 2.637 -1.761
O 0.402 3.779 -1.764
C 1.496 0.861 -0.924
S 1.512 -0.070 0.613
H -1.898 1.021 -0.523
H -1.265 0.647 -1.964
H 0.202 2.075 0.300
H -0.043 2.234 -2.748
H 1.483 0.098 -1.805
H 2.448 1.335 -0.764
H 0.303 -0.970 0.447
O -1.442 -5.543 3.931
H -1.748 -5.450 4.836
H -0.671 -4.996 3.797
```

As for the frontier orbital gap: 9.3363 eV. The calculation puts the lowest unoccupied orbital energy at 0.52 eV. Its SMILES is N[C@H](C=O)CS.O.

A cluster of 3 separate species, C3H9NO2S2 in total in a non-equilibrium geometry, computed with wB97M-V/def2-TZVPD.

XYZ file:
```
17
Properties=species:S:1:pos:R:3
S 1.263 -0.286 -2.754
S -1.952 -0.471 1.834
C -0.419 -1.011 1.355
C 0.293 0.281 0.555
N 1.570 -0.051 0.470
C 2.434 0.714 1.252
O 3.437 0.279 1.743
H 0.759 0.632 -3.564
H 0.156 -1.236 2.228
H -0.528 -1.874 0.724
H 0.065 1.198 1.090
H -0.242 0.304 -0.414
H 1.321 -1.170 -3.760
H 2.178 1.775 1.388
H -2.879 0.264 -0.149
H -4.164 0.120 -1.017
O -3.293 0.531 -0.981
```

As for the frontier orbital gap: 5.7140 eV. The calculation puts the lowest unoccupied orbital energy at -3.64 eV.

An isolated molecule of C3H9NO2S2 in a non-equilibrium geometry, computed with wB97M-V/def2-TZVPD.

XYZ file:
```
17
Properties=species:S:1:pos:R:3
C 0.939 -0.880 0.717
C 0.565 -0.087 -1.793
C 0.247 0.359 -0.293
N -1.750 0.477 1.480
O -2.052 -1.179 -0.383
O -2.283 1.184 -0.805
S 0.555 1.978 0.317
S -1.602 0.157 -0.142
H 0.210 -1.667 0.566
H 1.056 -0.488 1.731
H 1.891 -1.111 0.311
H -0.025 0.367 -2.597
H 1.687 0.029 -2.009
H 0.421 -1.181 -1.693
H -0.909 1.034 1.796
H -1.853 -0.399 2.009
H 1.880 1.978 0.001
```

As for the frontier orbital gap (alpha / beta): 5.1204 / 7.1723 eV. The calculation puts the lowest unoccupied orbital energy (alpha / beta) at 0.47 / -3.52 eV. The spin multiplicity is 3.

A cluster of 2 separate species, C3H9NO3 in total in a non-equilibrium geometry, computed with wB97M-V/def2-TZVPD.

XYZ file:
```
16
Properties=species:S:1:pos:R:3
N -0.432 0.197 -1.972
C 0.953 -0.182 -1.668
C 1.336 0.295 -0.208
C 0.494 -0.170 0.999
O 0.964 -0.336 2.138
O -0.789 -0.367 0.681
H -0.644 -0.003 -2.956
H -0.438 1.219 -1.882
H 1.006 -1.274 -1.843
H 1.594 0.312 -2.424
H 2.356 -0.008 0.098
H 1.291 1.400 -0.185
H -0.846 -0.212 -0.301
O -2.628 -0.173 3.011
H -2.322 -0.039 3.937
H -1.893 -0.661 2.575
```

As for the frontier orbital gap: 10.8164 eV. The calculation puts the lowest unoccupied orbital energy at 0.49 eV. Its SMILES is NCCC(=O)O.O.

A cluster of 2 separate species, C3H9NO3 in total in a non-equilibrium geometry, computed with wB97M-V/def2-TZVPD.

XYZ file:
```
16
Properties=species:S:1:pos:R:3
C -1.949 0.330 -0.910
C -0.782 0.403 0.081
N -0.265 -0.642 1.026
C 0.467 0.485 -0.886
O 1.343 1.309 -0.856
O 0.312 -0.540 -1.829
H -1.852 1.029 -1.755
H -2.086 -0.767 -1.337
H -2.914 0.510 -0.383
H -0.828 1.455 0.746
H -0.420 -0.425 1.999
H -0.566 -1.587 0.843
H 1.105 -0.492 -2.407
O 2.537 -0.438 2.152
H 3.067 -1.104 1.512
H 2.832 0.475 2.004
```

As for the frontier orbital gap: 9.7340 eV. The calculation puts the lowest unoccupied orbital energy at 0.67 eV. Its SMILES is C[C@@H](N)C(=O)O.O.

A cluster of 2 separate species, C3H9NO3 in total in a non-equilibrium geometry, computed with wB97M-V/def2-TZVPD.

XYZ file:
```
16
Properties=species:S:1:pos:R:3
H 2.645 1.165 0.697
N 1.675 0.875 0.786
C 1.212 0.723 1.975
O -0.042 0.417 2.146
H 1.822 0.634 2.881
H -0.425 0.289 1.166
C -0.640 -1.528 -0.803
C -0.504 -0.016 -0.737
O -0.101 0.397 -2.046
O -1.736 0.611 -0.412
H -1.004 -1.911 0.148
H -1.342 -1.812 -1.593
H 0.324 -1.983 -1.030
H 0.547 0.480 -0.107
H -0.017 1.358 -2.042
H -2.415 0.301 -1.028
```

As for the frontier orbital gap: 9.5933 eV. The calculation puts the lowest unoccupied orbital energy at 0.87 eV. Its SMILES is [H]/N=C/O.CC(O)O.

A cluster of 2 separate species, C3H9NO3 in total in a non-equilibrium geometry, computed with wB97M-V/def2-TZVPD.

XYZ file:
```
16
Properties=species:S:1:pos:R:3
C -0.455 -1.486 0.350
N -0.435 -0.200 -0.391
C 0.845 0.432 -0.289
O 1.801 -0.406 -0.864
C 3.038 0.000 -0.838
O 3.881 -0.667 -1.417
H -0.329 -1.252 1.421
H 0.241 -2.299 0.083
H -1.487 -1.837 0.186
H -1.062 0.409 0.149
H 0.817 1.464 -0.690
H 1.141 0.493 0.776
H 3.167 0.982 -0.341
O -3.417 1.680 0.758
H -3.681 0.780 1.056
H -4.063 1.907 0.051
```

As for the frontier orbital gap: 10.0763 eV. The calculation puts the lowest unoccupied orbital energy at 0.49 eV. Its SMILES is CNCOC=O.O.

A cluster of 2 separate species, C3H9NO3 in total, computed with wB97M-V/def2-TZVPD.

XYZ file:
```
16
Properties=species:S:1:pos:R:3
O -1.236 -0.149 -2.386
C -1.114 0.612 -1.458
C 0.248 0.748 -0.795
N 0.564 -0.529 -0.200
C 1.323 -0.453 1.021
O 2.524 0.256 0.874
H -1.989 1.065 -0.988
H 0.910 1.135 -1.578
H 0.314 1.521 -0.046
H 0.949 -1.201 -0.842
H 1.531 -1.478 1.362
H 0.664 -0.012 1.765
H 2.674 0.990 1.478
O -2.646 -0.625 0.882
H -2.867 -0.709 -0.051
H -1.848 -1.172 0.962
```

As for the frontier orbital gap: 10.0766 eV. The calculation puts the lowest unoccupied orbital energy at 0.67 eV. Its SMILES is O=CCNCO.O.

A cluster of 2 separate species, C3H9NO3 in total in a non-equilibrium geometry, computed with wB97M-V/def2-TZVPD.

XYZ file:
```
16
Properties=species:S:1:pos:R:3
C 2.046 0.894 -1.444
C 0.809 0.237 -0.916
N 0.747 0.219 0.559
C -0.411 0.645 1.146
O -1.232 1.290 0.539
O -0.697 0.261 2.424
H 3.013 0.625 -1.109
H 1.901 0.918 -2.542
H 1.910 1.989 -1.428
H 0.035 0.872 -1.340
H 0.578 -0.795 -1.228
H 1.547 -0.215 0.988
H -0.142 0.676 3.100
O -1.328 -2.963 -1.701
H -1.329 -2.634 -0.799
H -1.955 -2.368 -2.130
```

As for the frontier orbital gap: 10.4266 eV. The calculation puts the lowest unoccupied orbital energy at 0.50 eV. Its SMILES is CCNC(=O)O.O.

A cluster of 2 separate species, C3H9NO3 in total in a non-equilibrium geometry, computed with wB97M-V/def2-TZVPD.

XYZ file:
```
16
Properties=species:S:1:pos:R:3
C 1.050 0.095 -1.080
C 0.149 0.354 0.117
O 0.442 0.289 1.284
N -1.208 0.471 -0.221
C -2.158 0.096 -1.246
O -1.536 -0.325 -2.432
H 0.839 -0.861 -1.549
H 2.082 -0.018 -0.732
H 0.943 0.961 -1.726
H -1.649 0.752 0.646
H -2.697 1.037 -1.419
H -2.873 -0.642 -0.878
H -1.561 -1.281 -2.454
O 2.876 -0.151 4.251
H 2.297 0.245 3.570
H 3.002 -1.022 3.868
```

As for the frontier orbital gap: 10.0332 eV. The calculation puts the lowest unoccupied orbital energy at 0.45 eV. Its SMILES is CC(=O)NCO.O.

A cluster of 2 separate species, C3H9NO3 in total in a non-equilibrium geometry, computed with wB97M-V/def2-TZVPD.

XYZ file:
```
16
Properties=species:S:1:pos:R:3
C 1.975 -1.238 -0.043
N 1.506 0.125 0.134
C 0.512 0.556 -0.862
C -0.764 -0.285 -0.751
O -1.134 -1.075 -1.588
O -1.535 0.059 0.267
H 2.542 -1.569 0.819
H 1.069 -1.840 0.090
H 2.447 -1.491 -0.987
H 2.252 0.802 0.192
H 0.954 0.502 -1.852
H 0.263 1.565 -0.554
H -1.184 0.760 0.941
O -0.769 1.415 2.097
H -1.408 2.101 2.331
H 0.021 1.914 1.845
```

As for the frontier orbital gap: 9.2842 eV. The calculation puts the lowest unoccupied orbital energy at 0.08 eV. Its SMILES is CNCC(=O)O.O.

A cluster of 2 separate species, C3H9NO3S in total in a non-equilibrium geometry, computed with wB97M-V/def2-TZVPD.

XYZ file:
```
17
Properties=species:S:1:pos:R:3
C -0.251 1.674 -0.786
C -0.877 -1.928 -0.400
C -0.485 0.374 -0.160
N 3.437 0.132 0.935
O 2.366 -1.573 -0.627
O 2.475 0.830 -1.303
O -0.893 -0.609 -0.919
S 2.205 -0.169 -0.258
H -0.326 2.491 -0.073
H 0.786 1.660 -1.201
H -0.911 1.831 -1.638
H 0.148 -2.308 -0.436
H -1.516 -2.523 -1.050
H -1.253 -1.958 0.626
H -0.469 0.243 0.918
H 3.342 -0.470 1.739
H 3.489 1.106 1.195
```

As for the frontier orbital gap (alpha / beta): 7.3998 / 7.3987 eV. The calculation puts the lowest unoccupied orbital energy (alpha / beta) at -0.57 / -0.57 eV.

A cluster of 2 separate species, C3H9NO4S in total in a non-equilibrium geometry, computed with wB97M-V/def2-TZVPD.

XYZ file:
```
18
Properties=species:S:1:pos:R:3
C 1.566 1.372 0.610
C 1.869 0.474 -0.344
C 1.689 -1.034 -0.110
N -3.464 0.915 0.223
O -1.203 0.017 1.233
O -1.690 -0.327 -1.234
O 0.848 -1.495 -1.124
O 1.124 -1.397 1.117
S -2.326 -0.407 0.412
H 1.754 2.400 0.514
H -0.738 -0.452 -1.263
H 1.170 1.117 1.653
H 2.346 0.900 -1.213
H 2.591 -1.672 -0.293
H -3.008 1.823 -0.020
H -4.196 0.819 -0.452
H 0.874 -2.450 -1.201
H 0.795 -0.603 1.492
```

As for the frontier orbital gap: 10.7259 eV. The calculation puts the lowest unoccupied orbital energy at 0.74 eV.

A cluster of 2 separate species, C3H9NOP in total in a non-equilibrium geometry, computed with wB97M-V/def2-TZVPD.

XYZ file:
```
15
Properties=species:S:1:pos:R:3
C -1.095 1.719 0.784
C -0.905 0.012 -0.803
C 1.135 -1.565 0.732
N -1.240 0.394 0.336
O 1.985 -1.350 -1.566
P 1.548 -0.395 -0.378
H -0.093 1.912 1.235
H -1.019 2.498 0.018
H -1.773 1.769 1.562
H -0.490 0.791 -1.506
H -1.201 -0.857 -1.412
H 1.542 -2.605 0.770
H 0.896 -1.043 1.700
H 2.179 -0.940 -2.436
H -1.469 -0.340 0.965
```

As for the frontier orbital gap (alpha / beta): 7.4845 / 7.9555 eV. The calculation puts the lowest unoccupied orbital energy (alpha / beta) at -3.74 / -6.96 eV. The spin multiplicity is 3. As for the net charge: +1.

An isolated molecule of C3H9NOS in a non-equilibrium geometry, computed with wB97M-V/def2-TZVPD.

XYZ file:
```
15
Properties=species:S:1:pos:R:3
C 1.511 0.313 1.589
C 0.219 0.400 0.806
N 0.027 -0.761 -0.081
S 1.176 -0.620 -1.436
C -1.452 -0.728 -0.733
O -1.900 0.443 -1.266
H 1.647 -0.718 1.871
H 2.386 0.672 1.081
H 1.417 0.939 2.455
H -0.685 0.572 1.370
H 0.370 1.312 0.214
H 0.271 -0.101 -2.243
H -2.293 -1.068 -0.066
H -1.396 -1.344 -1.568
H -1.297 0.689 -1.994
```

As for the frontier orbital gap: 9.5789 eV. The calculation puts the lowest unoccupied orbital energy at 0.59 eV. Its SMILES is CCN(S)CO.